Entry 1:
Computed, not measured: a 2-piece molecular cluster, C20H19Cl2N5O2 overall in a non-equilibrium geometry, with ωB97M-V/def2-TZVPD.

Last column: natural (NBO) charge in e.
Atoms and positions in Å:
N 3.005554 0.179024 3.927816  -0.216
C 2.235671 -0.391225 3.252785  0.240
C 1.272827 -1.093833 2.487759  -0.065
C 1.550888 -1.676084 1.275730  -0.125
C 2.785099 -1.514283 0.601684  0.234
N 3.766898 -1.383515 -0.020741  -0.167
C 0.624619 -2.629692 0.640595  0.486
O 0.923698 -3.204147 -0.407431  -0.426
C -0.669110 -2.844760 1.342640  -0.123
Cl -1.702885 -4.007038 0.660031  0.117
C -1.012417 -2.135370 2.457539  -0.120
Cl -2.537387 -2.289729 3.188746  0.118
C -0.046992 -1.224899 3.137263  0.471
O -0.319245 -0.602275 4.160374  -0.429
C 1.496561 -0.256668 -2.414388  -0.386
N 0.889750 1.052808 -2.471871  -0.454
C -0.565678 1.017010 -2.507809  -0.407
C 1.576032 2.037909 -1.758175  0.612
N 2.531445 1.608891 -0.988696  -0.598
C 3.441059 2.494793 -0.334814  -0.273
C 4.651983 1.751827 0.191066  0.095
C 5.740831 1.467023 -0.641618  -0.234
C 6.750064 0.614948 -0.182654  -0.206
C 6.658451 0.031462 1.087513  -0.224
C 5.620715 0.412371 1.944439  -0.200
C 4.661769 1.327961 1.519450  -0.259
N 1.158215 3.318317 -2.008588  -0.462
C 0.471904 3.608998 -3.265018  -0.412
C 1.696101 4.491024 -1.332904  -0.400
H 2.562945 -0.166848 -2.645127  0.234
H 1.410319 -0.710886 -1.420417  0.168
H 0.990361 -0.895151 -3.143067  0.190
H -0.971059 2.024642 -2.601852  0.210
H -0.862872 0.405172 -3.371466  0.203
H -0.988086 0.552850 -1.601403  0.174
H 3.865059 3.253175 -1.007741  0.170
H 2.938001 2.986142 0.512818  0.180
H 5.774766 1.894966 -1.651285  0.206
H 7.598840 0.395739 -0.832951  0.209
H 7.402589 -0.696904 1.417083  0.212
H 5.535699 -0.017501 2.940894  0.217
H 3.872840 1.677775 2.190159  0.214
H 0.478228 2.715467 -3.894327  0.231
H -0.562512 3.925999 -3.074746  0.185
H 0.976330 4.430175 -3.791079  0.196
H 1.502380 4.434064 -0.254285  0.209
H 2.769665 4.630484 -1.536401  0.198
H 1.185562 5.372328 -1.733311  0.206

Atoms 1-2, force components in eV/Å:
-1.898 -1.480 -1.541
2.200 1.821 1.689

## Properties
**SMILES string**: N#CC1=C(C#N)C(=O)C(Cl)=C(Cl)C1=O.CN(C)C(=NCc1ccccc1)N(C)C
**Charge**: 0
**Electronic energy**: -57634.956 eV
**Kohn-Sham gap**: 4.94 eV


Entry 2:
Computed, not measured: AsF6H30O15 as an isolated structure in a non-equilibrium geometry, with ωB97M-V/def2-TZVPD.

Last column: natural (NBO) charge in e.
Atoms and positions in Å:
As 0.559226 -0.454501 -0.085249  2.843
F 1.234272 -0.526144 1.546963  -0.635
F 1.514937 0.922560 -0.536078  -0.645
F -0.098124 -0.345432 -1.718407  -0.629
F -0.385038 -1.880057 0.292514  -0.629
F -0.652164 0.616163 0.559182  -0.619
F 1.809009 -1.525260 -0.681176  -0.635
O 1.335742 3.443840 0.536105  -0.956
H 1.609777 4.275227 0.138109  0.466
H 1.576569 2.768819 -0.112012  0.487
O -2.684748 0.024530 3.430748  -0.982
H -2.477220 -0.783656 3.908415  0.467
H -2.790025 -0.262043 2.495649  0.505
O -2.768571 1.060229 -2.882113  -0.982
H -2.697910 0.114104 -2.724855  0.472
H -3.299886 1.387037 -2.132978  0.508
O 2.940511 1.207731 -3.298843  -0.950
H 2.685878 1.261229 -2.367099  0.490
H 3.887896 1.035326 -3.283915  0.472
O 4.087478 -3.260782 0.299875  -0.972
H 3.277240 -3.792957 0.293780  0.497
H 3.807060 -2.400668 -0.021963  0.469
O -1.567830 3.271868 -1.816002  -0.987
H -1.558180 2.422667 -2.300809  0.513
H -1.075144 3.881618 -2.372471  0.469
O -2.505246 3.288800 0.923650  -0.997
H -1.774992 3.138871 1.549220  0.486
H -2.080947 3.419381 0.060987  0.503
O 0.405352 -3.240304 2.897747  -0.966
H 0.734584 -3.405782 3.785983  0.476
H 0.622131 -2.311624 2.720598  0.496
O 1.345799 -4.619744 0.580767  -0.974
H 0.752231 -4.052456 1.106163  0.500
H 0.775547 -5.016793 -0.085330  0.472
O -4.025968 1.125831 -0.373458  -1.007
H -3.810674 0.222470 -0.084001  0.491
H -3.559403 1.715900 0.252812  0.508
O 0.633246 -0.058842 -4.217749  -0.983
H 1.543947 0.159495 -3.960887  0.479
H 0.167501 -0.138360 -3.364825  0.479
O -0.843047 2.252547 3.202372  -0.971
H -0.603131 1.917113 2.335004  0.473
H -1.577281 1.680184 3.479198  0.499
O 3.018798 1.958045 2.787048  -0.960
H 2.221395 2.358152 2.416037  0.490
H 2.924369 1.017778 2.603458  0.470
O 1.494939 -3.206913 -2.880121  -0.954
H 2.349108 -3.389603 -3.281274  0.459
H 1.692697 -2.605909 -2.144522  0.486
O -2.919755 -1.206711 0.866208  -0.983
H -3.237249 -2.075325 1.137243  0.480
H -2.014684 -1.387638 0.520307  0.510

Atoms 1-2, force components in eV/Å:
0.196 0.330 -0.099
0.020 -0.041 -0.828

## Properties
**Charge**: -1
**Electronic energy**: -108352.056 eV
**Kohn-Sham gap**: 9.75 eV


Entry 3:
Computed, not measured: C5H14N3O3PS as an isolated structure in a non-equilibrium geometry, with ωB97M-V/def2-TZVPD.

Last column: natural (NBO) charge in e.
Atoms and positions in Å:
C -2.369346 -0.865749 0.434200  0.691
C 1.226850 1.975461 1.601901  -0.399
C 0.594975 2.167944 -0.872183  -0.410
C 0.479463 -0.895648 -2.035599  -0.396
C -1.513104 -1.568745 -0.571650  -0.337
N -3.386073 -1.405049 1.220021  -0.790
N 0.413418 1.559711 0.482531  -0.776
N -0.451929 -0.663054 -0.939981  -0.779
O -1.994147 0.245191 0.841336  -0.609
O 0.396500 -0.842944 1.653849  -1.055
O 2.503547 -0.392438 -0.449570  -1.098
P 0.201128 -0.066575 0.501281  2.441
S 3.688114 -0.349597 0.581247  0.277
H 0.886011 2.942056 1.734423  0.190
H 0.826656 1.446212 2.364708  0.220
H 2.237892 1.926854 1.361035  0.213
H 0.245868 1.468323 -1.562540  0.206
H -0.232876 2.965656 -0.867797  0.206
H 1.741736 2.497377 -1.023091  0.227
H -0.177287 -0.738296 -2.866898  0.187
H 1.256337 -0.244083 -2.100098  0.258
H 0.864117 -1.933207 -1.842353  0.207
H -2.135662 -1.994423 -1.347761  0.244
H -1.232434 -2.589691 -0.165689  0.235
H -3.926496 -2.109112 0.838619  0.382
H -3.742474 -0.948421 2.054714  0.425
H 3.599229 -1.587758 0.975350  0.038

Atoms 1-2, force components in eV/Å:
-1.211 1.300 4.000
-1.071 1.205 -2.490

## Properties
**Charge**: 0
**Electronic energy**: -36146.106 eV
**Kohn-Sham gap**: 6.36 eV


Entry 4:
Computed, not measured: C30H40CaCl2N2O3P as an isolated structure in a non-equilibrium geometry, with ωB97M-V/def2-TZVPD.

Last column: Mulliken charge in e.
Atoms and positions in Å:
O 0.034954 0.941707 -4.164260  -0.735
C -0.483577 0.815245 -5.291488  -0.569
C -0.255249 1.741271 -6.412022  0.683
C 0.868348 2.603373 -6.483215  -0.427
H 1.694382 2.470426 -5.780681  0.274
C 0.909154 3.602250 -7.456413  -0.337
H 1.766684 4.283216 -7.505335  0.320
C -0.135333 3.733667 -8.385165  -0.475
H -0.120702 4.539945 -9.124275  0.319
C -1.187673 2.793238 -8.400021  -0.405
H -1.963448 2.847243 -9.172636  0.318
C -1.227429 1.789928 -7.434050  -0.538
H -1.996779 1.006649 -7.427951  0.290
H -1.177679 -0.022997 -5.478338  0.274
C -3.049187 2.242723 -0.962383  -1.093
C -2.914462 1.206914 0.019322  0.395
H -3.953652 2.862242 -0.870318  0.350
H -3.030194 1.744841 -1.948709  0.264
H -2.157341 2.884355 -0.923412  0.257
C -3.180241 0.658850 1.167697  0.218
C -4.411678 1.029421 1.993385  -1.284
H -2.560190 -0.124436 1.628227  0.205
H -4.987701 1.830460 1.505618  0.319
H -4.137113 1.365776 3.002384  0.230
H -5.061531 0.151068 2.109078  0.302
Ca -0.296548 -0.131681 -2.121522  0.903
Cl 0.517667 1.795608 -0.642885  -0.707
Cl -2.558429 -0.722923 -3.279753  -0.707
H 3.587687 0.655721 -3.525750  0.380
H 5.171414 1.297460 -1.863974  0.277
C 2.813151 0.398307 -2.796872  -1.107
C 4.423418 1.153179 -1.069078  -0.889
N 3.432860 0.174253 -1.502520  0.308
H 2.301594 -0.521247 -3.101605  0.315
C 2.812533 -0.661443 -0.644515  -0.031
O 1.739272 -1.238292 -0.899872  -0.481
H 4.924165 0.782240 -0.163373  0.333
H 3.339514 -0.812272 0.323687  0.300
H 2.087188 1.221008 -2.718987  0.385
H 3.963416 2.133929 -0.852743  0.297
H -1.787153 -4.954671 1.167977  0.317
H -0.851130 -6.070978 -1.035553  0.317
C -2.352551 -4.314651 0.492393  -0.918
C -1.381579 -5.282950 -1.591756  -0.930
N -1.603553 -4.116392 -0.739948  0.296
H -2.567683 -3.357716 0.963703  0.223
C -1.231958 -2.909467 -1.160421  0.231
O -1.193508 -1.869591 -0.469653  -0.119
H -0.775951 -4.940711 -2.446207  0.270
H -0.968144 -2.876608 -2.241847  0.047
H -3.277818 -4.847231 0.273895  0.347
H -2.336886 -5.704143 -1.941056  0.322
C 0.677913 -1.470391 2.406966  -0.295
P -0.309596 -0.801398 3.796745  -0.152
C 0.211979 0.970328 3.801955  0.690
C -0.781752 1.957909 3.965242  -0.314
C -0.423612 3.299006 3.904955  -0.484
C 0.905880 3.668364 3.710563  -0.491
C 1.895917 2.689948 3.588966  -0.727
C 1.555041 1.334371 3.633203  -0.044
C 0.624376 -1.505033 5.224851  0.528
C 1.994800 -1.797893 5.152503  -0.028
C 2.612809 -2.456152 6.214681  -0.729
C 1.890054 -2.762550 7.377671  -0.439
C 0.547894 -2.368622 7.484204  -0.480
C -0.082883 -1.714922 6.425342  -0.435
H 1.226306 -2.365937 2.731190  0.593
H 1.359453 -0.741519 1.961991  -0.039
H -0.069683 -1.739502 1.642910  -0.314
H -1.817688 1.640252 4.149601  0.209
H -1.186987 4.068130 4.029276  0.367
H 1.183951 4.719237 3.670497  0.369
H 2.938495 2.966845 3.473631  0.378
H 2.324364 0.567357 3.529472  0.091
H 2.568013 -1.516080 4.256996  0.237
H 3.671049 -2.720702 6.141460  0.352
H 2.385258 -3.279030 8.205201  0.341
H 0.004240 -2.563824 8.405603  0.367
H -1.118907 -1.354313 6.497499  0.318

Atoms 1-2, force components in eV/Å:
1.514 -0.314 2.405
-0.664 0.749 -3.338

## Properties
**Charge**: -1
**Electronic energy**: -93657.462 eV
**Kohn-Sham gap (alpha / beta)**: 6.73 / 3.67 eV


Q: What is the electronic energy in the first record?
A: -57634.956 eV


Q: Among the records above, which one has the lowest electronic energy?
A: AsF6H30O15